(1)
Here is a molecular structure, C37H43NO2OsP in a non-equilibrium geometry from OMol25. Energies are from ωB97M-V/def2-TZVPD.

```
85
Properties=species:S:1:pos:R:3:mulliken_spin:R:1
O 0.119 -0.424 -7.588 0.00
C -0.081 0.907 -8.205 0.00
C -0.334 0.325 -9.629 0.00
H 0.821 1.530 -8.121 0.00
H -0.946 1.423 -7.763 0.00
C -0.101 -1.048 -8.878 0.00
H 0.432 0.572 -10.355 0.00
H -1.345 0.465 -9.996 0.00
C 1.131 -1.804 -9.360 0.00
H 2.007 -1.136 -9.368 0.00
H 0.993 -2.219 -10.372 0.00
H 1.337 -2.641 -8.669 0.00
C -1.329 -1.950 -8.858 0.00
H -2.209 -1.382 -8.515 0.00
H -1.155 -2.784 -8.155 0.00
H -1.547 -2.376 -9.851 0.00
Os -0.475 -0.793 0.653 2.38
C -2.355 -1.253 1.636 0.15
C -2.073 0.142 1.793 -0.07
C -2.238 0.800 0.541 0.06
H -1.803 0.632 2.735 0.03
C -2.645 -0.188 -0.408 0.27
C -2.696 -1.452 0.267 0.06
H -3.014 -2.396 -0.182 0.01
H -2.371 -1.991 2.432 0.01
H -2.090 1.859 0.350 0.02
H -2.902 -0.004 -1.450 0.04
C 0.623 -2.147 1.934 0.02
C -0.161 -2.935 1.058 0.16
C 0.388 -2.786 -0.262 0.21
H -0.978 -3.594 1.339 -0.01
C 1.524 -1.921 -0.185 0.23
C 1.682 -1.527 1.177 0.13
H 2.441 -0.851 1.565 0.04
H 0.488 -2.054 3.006 0.00
H 0.056 -3.342 -1.143 0.01
H 2.167 -1.614 -1.004 0.02
O -0.113 -0.128 -1.739 -0.01
C -0.504 -1.014 -2.869 0.00
C -0.794 -0.109 -4.020 0.00
H -1.350 -1.628 -2.510 0.00
H 0.366 -1.669 -3.044 0.00
C 0.116 1.092 -3.760 0.00
H -1.853 0.219 -3.974 0.00
H -0.625 -0.597 -4.977 0.00
C 0.061 1.242 -2.265 0.01
H -0.193 1.995 -4.276 0.00
H 1.146 0.840 -4.073 0.00
H -0.824 1.823 -1.939 0.00
H 0.963 1.645 -1.780 0.00
N 0.411 0.674 1.880 0.21
P 0.568 0.833 3.457 -0.02
C 2.255 1.327 3.965 0.02
C 3.276 1.547 2.994 0.01
C 4.557 1.948 3.377 0.00
C 4.870 2.150 4.721 0.00
C 3.890 1.952 5.691 0.00
C 2.603 1.551 5.309 0.00
C -0.520 2.136 4.189 0.00
C -0.783 2.199 5.563 0.00
C -1.678 3.129 6.106 0.00
C -2.327 4.034 5.271 0.00
C -2.076 4.005 3.903 0.00
C -1.182 3.078 3.361 0.01
C 0.103 -0.594 4.655 0.03
C 1.094 -1.328 5.343 -0.01
C 0.791 -2.410 6.172 0.00
C -0.528 -2.814 6.347 0.00
C -1.540 -2.123 5.691 0.00
C -1.230 -1.042 4.867 -0.01
H 3.040 1.395 1.928 -0.01
H 5.333 2.108 2.611 0.00
H 5.877 2.464 5.022 0.00
H 4.121 2.106 6.755 0.00
H 1.855 1.399 6.102 0.00
H -0.313 1.480 6.251 0.00
H -1.876 3.128 7.188 0.00
H -3.037 4.754 5.698 0.00
H -2.598 4.720 3.240 0.00
H -1.013 3.056 2.269 0.00
H 2.157 -1.050 5.222 0.00
H 1.598 -2.950 6.690 0.00
H -0.769 -3.666 6.992 0.00
H -2.591 -2.430 5.828 0.00
H -2.093 -0.517 4.394 0.00
```

Calculated values
Charge   +1
Energy above the lowest of the compared OMol25 structures with the same formula, charge and spin   22.7 kcal per mole
Calculated total energy   -2072.45926 Eh
E_HOMO (spin up / spin down)   -8.3 / -10.8 eV
Spin multiplicity   5



(2)
Here is a molecular structure, C20H11N3O5Os in a non-equilibrium geometry from OMol25. Energies are from ωB97M-V/def2-TZVPD.

```
40
Properties=species:S:1:pos:R:3:mulliken_spin:R:1
Os 0.106 -0.420 0.997 2.57
C 4.482 -0.616 0.577 0.00
C 4.784 0.679 0.264 0.00
C 3.722 1.605 0.074 0.01
C 2.410 1.233 0.383 0.03
N 2.107 -0.030 0.763 0.00
C 3.114 -0.913 0.800 0.00
C 1.214 2.086 0.142 0.01
C 1.244 3.372 -0.347 -0.02
C 0.033 3.908 -0.667 0.03
C -1.177 3.328 -0.451 -0.02
C -1.174 2.087 0.153 0.03
N 0.030 1.522 0.419 -0.08
C -2.384 1.195 0.500 0.05
C -3.689 1.661 0.456 0.01
C -4.657 0.693 0.711 0.00
C -4.303 -0.614 1.057 0.00
C -2.940 -0.924 1.223 0.00
N -2.023 -0.015 1.000 0.00
H 5.258 -1.365 0.708 0.00
H 5.834 0.958 0.193 0.00
H 3.949 2.624 -0.192 0.00
H 2.836 -1.882 1.115 0.00
H 2.124 4.058 -0.513 0.00
H 0.109 4.864 -1.031 0.00
H -2.079 3.883 -0.608 0.00
H -3.811 2.692 0.120 0.00
H -5.705 0.955 0.550 0.00
H -5.173 -1.298 1.138 0.00
H -2.704 -1.982 1.550 0.00
O 0.111 -5.363 -2.332 0.29
C -0.180 -4.440 -1.716 0.07
C 0.017 -2.932 -2.441 0.14
O 0.202 -2.785 -3.626 0.20
C -0.362 -2.182 -1.281 0.04
C -0.076 -2.910 -0.003 -0.01
O 0.016 -2.302 1.223 0.16
C -0.565 -4.267 -0.092 0.08
O -0.643 -5.299 0.387 0.17
O -0.057 -0.865 -1.204 0.24
```

Calculated values
Charge   +2
Calculated total energy   -1399.14474 Eh
E_HOMO (spin up / spin down)   -15.1 / -15.4 eV
Spin multiplicity   5



(3)
Here is 2 unconnected molecules or ions with the total composition C4H10OS in a non-equilibrium geometry from OMol25. Energies are from ωB97M-V/def2-TZVPD.

```
16
Properties=species:S:1:pos:R:3:mulliken_charge:R:1
C -1.473 -1.479 2.468 -0.51
C -2.693 -1.058 2.100 -0.09
O -3.113 -0.408 0.854 -0.55
H -1.595 -2.294 3.321 0.19
H -0.440 -1.000 2.194 0.25
H -3.662 -1.099 2.530 0.38
H -3.728 -0.967 0.364 0.33
C 2.104 2.263 -1.465 -0.69
S 3.066 0.803 -1.563 -0.09
C 1.642 -0.422 -1.562 -0.78
H 1.036 2.027 -1.417 0.23
H 2.526 3.022 -0.741 0.27
H 2.130 2.746 -2.479 0.25
H 0.777 -0.108 -2.049 0.32
H 1.538 -0.596 -0.454 0.20
H 1.887 -1.428 -2.103 0.28
```

Calculated values
Charge   0
SMILES   C=CO.CSC
Energy above the lowest of the compared OMol25 structures with the same formula, charge and spin   71.5 kcal per mole
Calculated total energy   -631.71077 Eh
E_HOMO   -8.3 eV



(4)
Here is a molecular structure, C4H10O20S2V5 in a non-equilibrium geometry from OMol25. Energies are from ωB97M-V/def2-TZVPD.

```
41
Properties=species:S:1:pos:R:3:mulliken_charge:R:1
O -4.411 1.644 -5.563 -0.55
V -3.405 0.437 -5.795 1.75
O -4.079 -0.918 -5.418 -0.55
O -2.501 5.903 5.159 -0.51
V -3.728 5.228 4.361 1.70
O -4.106 3.934 5.239 -0.51
O 0.920 7.996 -4.718 -0.57
V -0.089 6.996 -5.455 1.74
O -1.273 7.943 -5.923 -0.57
O 0.510 -3.482 -1.909 -0.50
V 1.342 -2.197 -1.500 1.84
O 2.786 -2.732 -1.063 -0.51
O 5.490 3.713 -0.158 -0.53
V 4.661 4.695 -1.039 1.74
O 4.236 5.939 -0.109 -0.54
S -1.036 2.881 -0.857 1.24
O 0.401 2.714 -0.732 -0.61
O -1.158 3.958 -1.776 -0.60
O -1.485 1.672 -1.536 -0.66
O -1.629 3.235 0.399 -0.63
S 2.217 1.841 -6.192 1.24
O 3.195 1.718 -7.242 -0.60
O 0.926 2.386 -6.518 -0.59
O 2.067 0.661 -5.387 -0.65
O 2.685 2.940 -5.359 -0.57
C 0.548 -6.308 3.101 -0.75
O -0.732 -5.736 2.939 -0.32
C -1.108 -4.971 4.081 -0.48
C -1.310 -3.513 3.493 -0.57
O -0.152 -2.894 3.002 -0.31
C 0.778 -2.411 4.001 -0.71
H 1.283 -5.589 3.463 0.27
H 0.846 -7.070 2.381 0.31
H 0.562 -7.040 3.909 0.31
H -0.470 -4.951 4.965 0.40
H -2.117 -5.227 4.404 0.34
H -1.790 -2.818 4.181 0.40
H -1.997 -3.616 2.653 0.29
H 0.727 -1.325 3.922 0.27
H 1.770 -2.701 3.655 0.24
H 0.626 -2.933 4.945 0.32
```

Calculated values
Charge   +1
Energy above the lowest of the compared OMol25 structures with the same formula, charge and spin   709.9 kcal per mole
Calculated total energy   -7178.34983 Eh
E_HOMO   -8.5 eV



(5)
Here is a molecular structure, C8H24BrIMnO4 in a non-equilibrium geometry from OMol25. Energies are from ωB97M-V/def2-TZVPD.

```
39
Properties=species:S:1:pos:R:3:mulliken_spin:R:1
Mn -0.050 -0.291 0.424 4.87
Br -0.317 -1.386 2.861 0.05
I 0.194 0.871 -2.252 0.03
C 2.732 -2.812 -1.774 0.00
C 1.325 -2.776 -1.189 0.01
O 1.286 -1.926 -0.011 -0.01
H 3.016 -1.818 -2.113 0.00
H 2.705 -3.457 -2.656 0.00
H 3.433 -3.224 -1.047 0.00
H 0.921 -3.761 -0.953 0.00
H 0.687 -2.267 -1.917 0.00
H 1.939 -2.316 0.587 0.00
C -2.026 3.382 0.182 0.00
C -1.411 2.514 1.275 0.00
O -1.600 1.117 0.994 0.00
H -1.867 4.432 0.431 0.00
H -3.108 3.207 0.197 0.00
H -1.674 3.135 -0.816 0.00
H -1.876 2.811 2.218 0.00
H -0.348 2.718 1.393 0.00
H -2.498 0.940 1.298 0.00
C 3.441 2.354 0.533 0.00
C 2.930 0.930 0.704 0.01
O 1.593 0.911 1.250 0.00
H 2.791 2.870 -0.175 0.00
H 4.412 2.308 0.035 0.00
H 3.531 2.872 1.485 0.00
H 3.541 0.394 1.438 0.00
H 2.991 0.400 -0.241 0.00
H 1.640 1.349 2.105 0.00
C -3.838 -1.033 -0.846 0.00
C -2.947 -1.790 0.123 0.01
O -1.563 -1.667 -0.297 0.01
H -3.627 -1.301 -1.885 0.00
H -3.685 0.051 -0.857 0.00
H -4.904 -1.201 -0.673 0.00
H -3.237 -2.843 0.085 0.00
H -3.023 -1.449 1.151 0.00
H -1.508 -2.247 -1.065 0.00
```

Calculated values
Charge   0
Energy above the lowest of the compared OMol25 structures with the same formula, charge and spin   0.0 kcal per mole
Calculated total energy   -4642.97159 Eh
E_HOMO (spin up / spin down)   -7.9 / -8.0 eV
Spin multiplicity   6



(6)
Here is 2 unconnected molecules or ions with the total composition C11H11N in a non-equilibrium geometry from OMol25. Energies are from ωB97M-V/def2-TZVPD.

```
23
Properties=species:S:1:pos:R:3:mulliken_charge:R:1
C -0.864 0.815 -1.506 -0.13
C -1.405 2.050 -1.309 -0.73
C -0.474 3.036 -1.362 -0.01
C 0.903 2.962 -1.563 -0.51
C 1.466 1.664 -1.373 -0.36
C 0.545 0.612 -1.490 -0.68
H -1.405 -0.171 -1.482 0.39
H -2.419 2.302 -1.269 0.48
H -0.711 4.123 -1.349 0.25
H 1.532 3.846 -1.399 0.31
H 2.610 1.829 -1.068 0.22
H 0.706 -0.321 -1.738 0.83
C -0.264 -1.125 2.584 -0.53
C -0.717 -0.702 1.337 -0.33
C -0.225 -1.302 0.221 0.81
N 0.387 -2.584 0.246 -0.63
C 0.533 -3.116 1.436 -0.10
C 0.166 -2.464 2.585 -0.23
H -0.499 -0.553 3.434 0.42
H -1.241 0.313 1.316 0.26
H -0.429 -0.714 -0.637 -0.36
H 1.153 -3.998 1.489 0.42
H 0.008 -3.145 3.618 0.19
```

Calculated values
Charge   0
SMILES   c1ccccc1.c1ccncc1
Energy above the lowest of the compared OMol25 structures with the same formula, charge and spin   114.3 kcal per mole
Calculated total energy   -480.34755 Eh
E_HOMO   -9.0 eV